Entry from the Open Molecules 2025 dataset: a cluster of 3 separate species, C3H7ClN3O in total in a non-equilibrium geometry (the ωB97M-V functional and the def2-TZVPD basis).

Last columns: bonded neighbours and bond lengths (Å).
Cartesian coordinates (Å):
1 C -1.4486 -2.6719 0.3047  Cl6 1.565, C13 1.327
2 N 1.7097 0.4521 -1.3979  H8 1.071, C10 1.259, H11 1.046
3 O -2.6697 -0.6807 0.5731  H9 1.019, C13 1.340
4 N 1.9775 2.5792 0.4030  H5 0.979, H14 1.056, H15 1.036
5 H 2.8169 3.0214 0.6444  N4 0.979
6 Cl -0.5617 -3.9454 0.1029  C1 1.565
7 H -3.0270 -2.3869 1.5617  C13 1.073
8 H 1.8245 0.6458 -2.4448  N2 1.071
9 H -3.6604 -0.4708 0.6814  O3 1.019
10 C 0.6860 -0.2597 -1.2264  N2 1.259, N12 1.160
11 H 1.8914 1.2701 -0.7723  N2 1.046
12 N -0.0496 -1.0713 -0.8435  C10 1.160
13 C -2.5312 -2.0079 0.6894  C1 1.327, O3 1.340, H7 1.073
14 H 1.4149 3.4677 0.4977  N4 1.056
15 H 1.6274 2.0582 1.2266  N4 1.036

The calculation puts the relative energy (zero: lowest compared OMol25 entry of this formula, charge and spin) at 4.4779 eV. Its gap between HOMO and LUMO is 7.50 eV. For the HOMO energy, the calculation gives -13.36 eV. The charge is +1. The value obtained for the lowest unoccupied orbital energy is -5.853 eV.

These are the Löwdin partial charges, in e, on atoms 1 to 8: atom 1 (C): -0.47, atom 2 (N): 0.12, atom 3 (O): 0.03, atom 4 (N): 0.02, atom 5 (H): 0.02, atom 6 (Cl): 0.98, atom 7 (H): 0.16, atom 8 (H): 0.17